1.
Molecular formula: C2H5NO4
Method: DFT, ωB97M-V/def2-TZVPD

Values from the calculation:
highest occupied orbital energy: -10.79 eV
total energy: -11836.7926 eV

```
12
C2H5NO4 (ωB97M-V/def2-TZVPD)
N 0.52603 0.83732 -2.29344
C 0.47827 0.10275 -1.16685
O 1.52953 0.27833 -0.37743
O -0.43744 -0.65169 -0.87863
H 1.39362 1.27577 -2.52929
H -0.15001 0.63426 -3.00967
H 1.26889 -0.08724 0.50723
O 0.37333 -0.21275 2.13692
C -0.80510 -0.41970 2.33434
O -1.71353 -0.64097 1.41075
H -1.21964 -0.44781 3.34522
H -1.24395 -0.66828 0.52084
```

Here are the natural (NBO) charges for atoms 1 to 2, given in e:
1 N -0.820
2 C 0.903



2.
Molecular formula: C47H50BiClGeN4OSe
Method: DFT, ωB97M-V/def2-TZVPD

Values from the calculation:
highest occupied orbital energy: -7.14 eV
total energy: -197780.5056 eV

```
106
C47H50BiClGeN4OSe (ωB97M-V/def2-TZVPD)
Bi -1.92074 -0.82417 -0.19272
N -4.18337 -7.54448 -5.30540
C -3.36645 -6.44969 -5.39920
O -2.54261 -6.28211 -6.28131
C -3.49850 -5.46528 -4.24891
C -4.69817 -5.25696 -3.59517
C -4.68384 -4.43677 -2.45570
N -3.57471 -3.81948 -1.94909
C -2.45409 -4.07026 -2.65992
C -2.38859 -4.87588 -3.78804
H -4.10792 -8.29854 -5.95318
H -4.83512 -7.67855 -4.48573
H -5.66994 -5.62363 -3.93420
H -5.60947 -4.25939 -1.96126
H -1.60376 -3.46586 -2.32498
H -1.45781 -4.98654 -4.29256
Cl 1.71499 0.16370 5.94895
C 0.42936 -0.11793 4.80117
C -0.43951 0.88137 4.47106
C -1.54210 0.70923 3.61583
C -1.64732 -0.53541 2.99564
C -2.62525 -0.71361 1.94991
C -0.72023 -1.51962 3.27020
C 0.32434 -1.30092 4.12853
H -0.28728 1.83873 4.96989
H -2.29631 1.49230 3.41010
H -3.32781 0.13370 1.88677
H -3.33579 -1.54686 2.06604
H -0.67942 -2.48709 2.63824
H 1.10172 -1.99308 4.32464
C 4.28371 2.45230 0.73768
C 3.15576 3.35676 0.19154
C 2.02991 2.45439 -0.13558
C 1.27989 1.90073 1.04901
N 0.51693 2.89460 1.78228
C -0.71107 3.27671 1.38510
Se -1.62383 2.56925 -0.08189
N -1.22623 4.06581 2.32257
C -2.52568 4.61219 2.22938
C -2.41632 5.78623 1.22234
C -1.30823 6.79250 1.53840
C -1.68249 7.67957 2.72122
C -0.31438 4.16669 3.37291
C -0.26688 4.98156 4.54770
C 0.89685 4.94059 5.29304
C 2.02660 4.16778 4.89953
C 1.98712 3.46892 3.68660
C 0.81357 3.45580 2.98838
H 5.22575 2.95325 0.85415
H 4.36929 1.55203 0.12664
H 3.99041 2.11176 1.73134
H 3.46839 3.97800 -0.64849
H 2.78188 4.01129 0.96596
H 2.26353 1.58742 -0.79054
H 1.30108 2.98846 -0.67132
H 1.94634 1.33727 1.79818
H 0.54042 1.12298 0.72220
H -2.77197 4.82087 3.29375
H -3.15345 3.87021 1.76701
H -3.47768 6.15951 1.16507
H -2.28918 5.28608 0.26574
H -1.05702 7.41109 0.70207
H -0.40115 6.24852 1.83354
H -2.60810 8.28623 2.57573
H -0.94391 8.37895 2.93120
H -1.87757 7.12566 3.64369
H -1.12928 5.57404 4.79388
H 0.94274 5.52397 6.24279
H 2.97976 4.12141 5.46313
H 2.82059 2.82274 3.44154
C 0.01523 -1.30984 0.13759
Ge 1.17616 -1.80879 -1.40246
C 1.05825 -3.85619 -1.35377
C 0.12936 -4.38648 -0.44364
C -0.28588 -5.73831 -0.51680
C 0.22547 -6.54140 -1.54680
C 1.19216 -6.00309 -2.45126
C 1.59793 -4.68281 -2.31460
C 3.02445 -1.26414 -1.15360
C 3.76212 -0.74506 -2.18386
C 5.08949 -0.40203 -1.96604
C 5.78456 -0.87276 -0.87376
C 5.05628 -1.41444 0.19593
C 3.68774 -1.55517 0.02854
C 0.28456 -1.19579 -2.99147
C 0.01859 0.12084 -3.08118
C -0.73091 0.64108 -4.17592
C -1.15733 -0.20606 -5.18309
C -0.79424 -1.55237 -5.13151
C -0.11600 -2.03828 -4.06045
H 0.36633 -1.52392 1.15376
H -0.35827 -3.66998 0.18517
H -1.11142 -6.03449 0.12161
H -0.10787 -7.56428 -1.65806
H 1.53689 -6.58381 -3.30290
H 2.38870 -4.30522 -2.93165
H 3.24319 -0.63503 -3.13704
H 5.69385 0.02148 -2.78475
H 6.82943 -0.55731 -0.72245
H 5.49249 -1.73746 1.12451
H 3.09827 -1.96659 0.88044
H 0.09714 0.82812 -2.18024
H -1.07119 1.71079 -4.11472
H -1.91557 0.12752 -5.88430
H -1.16103 -2.13472 -5.97331
H 0.05068 -3.12508 -3.91502
```

Here are the Löwdin charges for atoms 1 to 2, given in e:
1 Bi 1.363
2 N 0.159



3.
Molecular formula: C17H35N3O8
Method: DFT, ωB97M-V/def2-TZVPD

Values from the calculation:
highest occupied orbital energy: -8.53 eV
total energy: -39037.1963 eV

```
63
C17H35N3O8 (ωB97M-V/def2-TZVPD)
N -0.21717 6.60305 -0.16566
C -1.01317 5.88175 -0.90147
O -2.01542 5.12798 -1.72653
C -3.25584 5.24432 -0.94424
O -4.44823 4.46774 -1.31835
C -5.46985 4.81832 -0.27679
O -6.53925 4.12380 0.13428
C -5.05225 6.28969 0.38845
C -3.91694 6.74795 -0.72061
O -4.61590 6.97683 -2.00926
H -2.96727 4.76263 0.09202
H -4.38546 6.19530 1.36567
H -5.93550 7.07503 0.39171
H -3.20889 7.65003 -0.48408
H -5.07474 7.87572 -1.96298
C 3.31009 -0.74739 -2.53055
O 1.93452 -0.95611 -2.23926
C 1.55595 -0.45551 -0.95051
C 0.58797 0.72875 -1.10439
N 1.27638 1.90759 -1.63734
C 0.36610 2.98745 -2.03548
C -0.59015 2.70518 -3.21165
O 0.07272 2.53693 -4.46628
C 0.51573 1.21169 -4.72480
H 3.53929 -1.25336 -3.47258
H 3.52212 0.31837 -2.65306
H 3.94408 -1.16943 -1.74623
H 2.42456 -0.18694 -0.33730
H 1.03066 -1.26992 -0.43989
H 0.15929 0.97304 -0.12651
H -0.22152 0.41438 -1.76946
H 1.82106 1.63289 -2.45393
H 0.99767 3.84010 -2.31308
H -0.21762 3.30157 -1.16245
H -1.22477 3.59150 -3.32944
H -1.27417 1.87358 -3.01168
H -0.13025 0.45615 -4.26813
H 1.54662 1.08892 -4.38579
H 0.51159 1.05816 -5.80744
C 2.06913 -5.22414 5.58318
O 2.73907 -5.51416 4.36347
C 2.17926 -6.63966 3.67454
C 1.52919 -6.18620 2.35737
N 0.30839 -5.41551 2.60896
C -0.22150 -4.75051 1.41305
C 0.64524 -3.64348 0.78004
O 0.78819 -2.48268 1.60096
C 1.85450 -2.55200 2.53773
H 2.62264 -4.43246 6.09584
H 1.05451 -4.86433 5.39108
H 2.03992 -6.10374 6.23176
H 1.47281 -7.19986 4.29884
H 3.01350 -7.30908 3.43821
H 1.28167 -7.06737 1.75574
H 2.26390 -5.58798 1.81079
H 0.50501 -4.70172 3.30953
H -1.17886 -4.30200 1.70504
H -0.44949 -5.50886 0.65509
H 0.12390 -3.30427 -0.12290
H 1.62003 -4.01004 0.44112
H 2.69433 -3.15165 2.17472
H 1.49045 -2.94124 3.49097
H 2.21213 -1.53483 2.71992
```

Here are the natural (NBO) charges for atoms 1 to 2, given in e:
1 N -0.334
2 C 0.503



The calculation returns the following orbital gap values, one per record and in order: 11.56 7.25 8.38 eV.
The calculation returns the following E_LUMO values, one per record and in order: 0.77 0.11 -0.15 eV.